The following is a quantum chemistry calculation of C72H159N9O10 as an isolated structure at a distorted geometry, from OMol25.

Geometry as XYZ:
```
250
Properties=species:S:1:pos:R:3:forces:R:3:lowdin_charge:R:1
H -1.427 -1.752 6.935 -0.6768 0.5303 -0.1139 0.08
O -1.022 -4.455 3.957 -0.1351 -0.2459 -0.0320 -0.13
N -0.185 -1.057 1.250 0.1249 0.3063 -0.4048 -0.08
H -2.480 -2.479 -7.666 0.4392 -0.4839 0.5423 0.09
H -6.517 -7.405 -0.044 -0.3135 -0.2418 0.0974 0.07
H -2.807 -2.346 0.337 -0.0058 0.0772 -0.2016 0.07
H -3.989 7.047 0.597 0.1394 0.1671 -0.3135 0.07
H 4.536 0.984 3.733 0.1547 -0.1005 -0.0031 0.09
H 5.823 -3.541 0.106 -0.2467 -0.5808 0.7079 0.12
C 0.251 -4.945 3.558 0.5016 0.3258 0.0720 -0.15
N -6.302 -8.292 -0.501 0.4139 0.7161 0.7135 0.05
C 3.866 0.891 -3.245 4.4506 -0.2265 2.9528 -0.06
C -2.810 5.195 -2.326 -0.6838 0.7939 -0.4067 -0.12
H -4.227 7.443 -1.487 0.4031 -0.2644 0.4026 0.06
H 1.648 2.037 -3.787 0.8931 1.2294 1.0812 0.05
H -6.829 -8.277 -1.368 0.1264 -0.0760 -0.0973 0.07
H -2.400 -6.297 -4.048 0.0957 -0.0608 0.1856 0.07
H 4.707 4.093 -2.173 -0.3743 -0.0593 0.1222 0.06
H -2.739 -6.054 0.616 0.0049 -0.0734 -0.1986 0.09
H 0.635 -3.290 -0.400 0.3986 0.1309 0.0276 0.08
C -0.975 -0.148 2.044 -0.9826 1.6053 1.2452 -0.48
C 2.676 0.408 9.839 -0.1525 0.2685 0.9447 -0.04
C -0.234 1.168 -5.122 -0.2198 0.6641 0.3384 -0.48
H 3.290 0.846 -0.200 0.4063 -0.0525 0.4041 0.07
H 4.781 1.149 1.937 0.1049 0.2625 0.2084 0.08
C 4.022 -2.433 0.498 0.9940 0.1971 -0.2260 -0.48
H -0.750 -5.645 -3.675 -0.1938 0.0416 0.2348 0.08
C -4.976 -3.528 -7.143 -0.7510 -1.0914 0.6726 -0.03
N -1.493 6.718 -0.949 1.4301 -0.7300 -0.2696 -0.11
H 2.422 4.894 -3.067 0.1833 -0.1926 0.5131 0.12
H -0.608 0.215 9.680 -0.0979 0.1789 -0.5125 0.08
C 5.996 -2.616 2.124 -0.5801 -0.3438 0.3432 -0.18
H 0.325 -0.132 3.797 -0.3131 0.1368 0.2974 0.06
C 1.707 4.068 -3.152 0.3074 0.5496 -0.3405 -0.18
H 4.491 0.806 7.973 -0.0238 -0.0043 0.0910 0.09
C -3.045 -2.062 -6.822 0.4259 0.5447 -1.4100 -0.05
C -2.672 -3.716 -3.506 0.6974 0.4218 0.5051 -0.13
C -3.003 7.062 1.057 0.1362 0.5147 0.5196 -0.02
H 2.859 1.758 -6.433 -0.1143 -0.1026 0.1338 0.07
C -1.414 -0.637 -0.849 -0.2774 1.0177 -0.5221 -0.13
H -1.683 -3.310 1.207 0.2478 -0.1281 -0.0682 0.07
N 1.206 0.062 7.805 1.1353 -1.1206 -0.8007 -0.10
H -2.091 3.853 3.398 0.5390 0.2837 0.0114 0.06
C 3.476 0.880 7.572 0.2479 -0.0048 0.5961 -0.04
N -1.293 6.004 5.068 -0.5429 0.8867 -0.3064 0.04
H -3.640 5.292 -3.036 0.2792 -0.2257 -0.3691 0.12
H 2.247 -0.643 -3.521 -0.9992 -0.7976 -0.3136 0.14
H -4.128 -6.688 1.570 0.1862 -0.1902 -0.0437 0.08
H 3.221 -4.435 0.213 -0.0709 0.0434 -0.1202 0.09
H 1.724 2.054 -7.764 -0.0191 0.0089 0.0464 0.09
C 1.147 -0.843 -7.985 -0.1182 -1.0629 0.0952 -0.04
H -5.216 -4.594 -7.068 0.1302 -0.0176 -0.0274 0.08
H -3.076 -4.532 -2.905 -0.5626 0.1571 -0.1360 0.10
H 4.392 -3.050 -1.542 -0.0837 -0.0661 -0.0718 0.09
H 2.686 2.775 5.363 0.1135 0.0703 -0.1225 0.09
C -0.761 -0.899 6.776 0.4647 -0.9235 0.8005 -0.03
H -1.991 -1.174 -1.607 -0.0166 -0.2104 0.1617 0.10
C -1.933 6.236 0.349 -0.2080 -1.0986 -0.1348 -0.51
H 0.184 -2.426 -1.840 -0.6103 0.0166 0.0942 0.08
H -2.161 1.714 1.503 -0.0154 -0.4567 0.9106 0.12
H 2.380 1.446 10.011 -0.2674 -0.0270 -0.4499 0.08
H 6.115 -1.933 0.142 -0.4826 0.5062 0.1573 0.13
H -1.195 4.418 6.344 -0.0096 -0.2693 -0.0852 0.15
H 3.157 1.063 2.612 0.0870 0.2265 0.0767 0.05
C -2.460 4.806 0.116 -0.4341 -0.2482 0.8178 -0.14
H 2.220 -1.112 3.518 0.2527 0.3072 0.1037 0.06
C 2.049 -0.662 -5.658 0.6217 0.8722 -0.1222 -0.07
H -2.614 8.078 1.164 -0.3602 0.1336 -0.1810 0.09
H -5.291 -3.331 -4.525 0.0052 -0.1289 -0.1257 0.12
C -3.794 -5.921 0.865 -0.8160 0.5131 0.2129 -0.11
H 3.559 0.620 6.518 -0.3878 -0.0222 -0.0660 0.06
H 4.932 3.564 -3.811 -0.0506 -0.2516 -0.1202 0.08
H -3.337 -6.856 -1.486 0.0682 -0.0685 -0.0682 0.11
H 5.843 -1.335 3.797 -0.0223 0.5658 0.0479 0.12
H 5.604 2.631 -2.468 0.0368 0.0776 -0.0428 0.08
O 2.428 -0.657 0.850 0.6515 -0.3471 0.7690 -0.04
H 3.672 -1.313 4.566 -0.1864 0.6625 0.0134 0.08
H 0.077 -3.090 8.281 -0.0392 -0.1123 -0.2452 0.12
H -1.140 -6.223 -5.277 0.0132 0.0169 -0.0112 0.08
C 3.864 -2.249 -1.026 -0.3405 0.1052 0.5491 -0.02
H -0.249 -2.510 2.480 0.3961 -0.1937 0.1918 0.08
C 2.126 -2.518 8.745 -0.3912 0.7588 -0.0389 -0.17
H -4.244 -8.425 0.091 -0.4906 -0.2817 0.2907 0.13
H 0.441 3.327 0.591 0.2522 0.2956 0.1876 0.07
H 3.077 0.221 -3.588 4.7954 1.1501 3.0010 -0.05
H 1.306 2.734 -5.135 -1.5862 0.0485 -1.0208 0.04
C -1.723 1.101 -4.753 -0.2895 0.3354 -0.2889 -0.01
H 2.501 5.009 0.584 -0.6018 -0.3480 -0.0282 0.08
H -0.576 1.418 3.460 0.0516 -0.1539 0.3685 0.08
C 2.402 2.822 -3.670 0.3367 0.6556 1.5119 -0.19
H 3.154 1.911 7.715 -0.0101 0.0249 -0.2812 0.08
C -4.496 -2.647 -4.843 -0.5108 -0.3755 0.4371 -0.13
H -2.751 -0.106 3.481 0.5315 0.6532 -0.1723 0.09
C 4.733 3.203 -2.799 0.6192 -0.1803 0.1681 -0.01
H 1.910 -2.307 9.797 0.0176 0.0800 0.0186 0.10
H -3.583 -1.332 -7.443 -0.9307 -0.0651 0.7089 0.09
H -3.934 -4.961 1.361 0.2759 -0.0005 0.1221 0.08
C -2.251 6.639 -2.201 -0.6770 -0.1213 1.3147 -0.51
H -2.088 0.078 -4.673 0.0954 -0.0709 -0.2229 0.05
H 0.210 3.006 -1.938 0.1717 -0.2949 -0.2671 0.12
C 0.446 0.309 -4.082 0.2384 -0.6179 0.7232 -0.11
C 3.105 -1.453 8.224 -0.3557 -1.1217 1.1381 -0.14
H -3.096 8.683 -2.010 0.2532 -0.0768 0.0012 0.09
H 0.369 -1.559 -7.696 -0.0760 0.1886 0.2752 0.07
H -4.997 -1.706 -5.077 0.0759 0.0334 -0.0699 0.12
H -1.957 2.688 4.710 0.1421 0.0177 -0.1309 0.06
H -0.834 5.339 2.019 -0.5232 0.6772 0.5812 0.06
H -1.866 -3.291 -2.894 0.4378 -0.7149 -0.0397 0.09
H 1.843 -1.069 1.515 0.0291 0.2993 -0.5432 0.05
H -4.109 -2.249 -2.755 0.0253 -0.1958 0.0699 0.12
C -1.554 -5.711 -4.406 -0.1578 0.2046 -1.0512 -0.03
H -3.247 -0.116 0.220 0.0176 -0.0334 0.0791 0.11
H -0.698 1.509 0.684 -0.4367 -0.5683 0.2116 0.07
H -2.220 6.240 5.416 0.1857 -0.0384 0.4102 0.07
H 6.290 -0.579 2.209 -0.1336 0.4476 0.4179 0.12
C -0.053 0.558 3.046 0.3923 -0.0545 -0.8376 -0.02
H 0.125 7.706 -1.119 -0.0310 -0.0468 0.0748 0.10
C -3.544 -2.487 -3.658 -0.3901 0.0597 -1.1554 -0.17
H 3.421 -1.649 7.199 -0.1182 -0.0418 -0.0555 0.11
C -4.550 -9.299 -1.812 0.4391 -0.6297 0.2208 -0.07
C 0.206 -0.978 7.995 -0.5551 0.2642 -0.4490 -0.50
H -1.634 4.088 0.087 0.1159 0.1508 -0.5614 0.10
H 3.078 5.113 -1.055 0.3882 0.0622 0.1488 0.07
H -2.047 4.559 -2.776 0.0467 -0.1882 0.2609 0.11
C 3.198 -3.635 0.952 -0.7352 0.1884 0.4979 -0.02
H 2.493 0.948 -4.171 -2.6427 -0.7757 -2.8677 0.04
C -0.844 -3.414 -5.184 0.3089 0.0778 -0.0310 -0.04
H -0.469 -3.599 -6.192 -0.1441 -0.1480 -0.0266 0.08
H 1.133 -2.619 6.898 -0.3889 -0.0389 -0.1598 0.11
H -0.081 -0.646 -3.991 -0.0927 -0.0028 -0.0197 0.11
H -1.054 0.500 -7.982 -0.0721 -0.0790 0.2482 0.09
N -3.055 -4.378 -5.858 -0.9913 -0.3270 1.2343 -0.10
H 0.828 0.931 2.515 -0.0914 0.0324 -0.0389 0.07
H 3.960 -1.552 8.898 0.3689 0.3480 -0.3999 0.12
H -1.804 6.697 -4.317 0.1135 -0.4597 0.0238 0.09
H -3.930 7.589 -3.136 0.2475 0.3225 -0.1414 0.09
H -0.330 7.082 1.579 -0.1254 -0.1194 0.5010 0.09
H 5.529 -3.428 2.693 0.3342 -0.0761 0.1045 0.11
H -3.180 6.709 2.078 0.2664 -0.2112 -0.0138 0.08
H 0.330 -5.013 2.467 -0.0368 0.0004 0.0776 0.07
C 5.616 -1.261 2.734 0.5538 -1.0634 -0.9692 -0.13
H -1.228 0.081 6.722 -0.4009 -0.1669 -0.0637 0.08
H -2.898 -1.622 -3.831 0.0363 -0.0240 -0.0384 0.08
H -1.793 -3.501 -0.542 0.0401 0.0892 -0.0762 0.08
H 3.471 -4.080 1.912 0.3801 0.1709 -0.0112 0.07
C 1.261 2.642 0.353 0.2829 0.4630 -0.0195 -0.03
H -1.514 -5.193 4.323 -0.1878 0.1377 -0.0305 0.08
H -3.481 -9.351 -2.033 -0.0554 0.1736 -0.1512 0.08
H 0.579 4.623 -1.417 -0.1102 -0.0493 0.0021 0.11
H 3.841 4.002 0.139 0.0987 0.1088 -0.1651 0.08
C -2.307 0.341 -0.100 0.3061 0.0797 0.4069 -0.15
H -0.751 -0.023 -1.467 0.5687 -0.1851 0.3933 0.10
H 1.323 -1.662 -0.816 -0.4725 -0.0683 0.5596 0.05
H -0.005 -3.559 -4.499 -0.0721 -0.1723 0.0839 0.08
O 0.479 -2.008 2.068 -1.2746 -0.3086 0.0075 -0.05
H -1.636 -1.120 9.150 0.0205 -0.1451 0.2072 0.08
H 0.501 -5.917 3.990 -0.1474 0.0411 0.0046 0.09
C -0.703 6.113 1.258 0.5610 -0.7124 -0.7099 -0.03
C -4.408 -6.845 -1.250 -0.1350 0.3363 0.2364 -0.21
H 2.006 -1.499 -8.151 0.2614 0.3824 -0.1918 0.09
C 3.495 2.284 -2.731 0.2048 1.1353 -0.7848 -0.44
H -3.627 3.579 -1.147 -0.4988 0.0832 -0.1489 0.10
C 1.399 0.133 -6.830 -0.7414 0.1722 0.3723 -0.46
H 2.174 -3.275 1.099 0.0720 -0.3770 -0.2413 0.05
H 3.715 0.392 10.180 0.0621 -0.2691 -0.2046 0.08
O -2.515 -4.976 -7.027 -0.1906 0.4010 0.0746 -0.01
H 1.992 2.640 3.721 0.0756 -0.0978 -0.0170 0.07
C 2.547 -0.057 8.386 0.6104 1.5865 -0.4752 -0.51
H -2.352 1.651 -5.454 0.0651 -0.0668 -0.0881 0.09
O -4.654 -5.845 -0.261 0.3772 -0.2947 -0.1986 -0.20
H -1.428 6.210 4.078 0.5086 -0.1608 -0.0606 0.05
H -1.096 -2.357 -5.125 0.0065 -0.0135 -0.0113 0.04
H 3.211 -2.532 3.526 0.0738 0.0497 -0.5341 0.08
H 1.061 4.965 5.444 0.0312 0.1426 -0.1481 0.13
C -2.047 -4.302 -4.802 0.7206 0.4828 0.6799 -0.48
H 2.103 -0.175 10.564 -0.0582 -0.1844 -0.1931 0.07
C 5.525 -2.673 0.706 0.4801 0.3803 -1.3404 -0.16
O -0.767 7.928 -0.828 -0.4216 0.3560 -0.0236 -0.01
C -3.436 4.648 -1.052 1.4671 0.2550 0.4236 -0.15
C -0.714 -1.662 0.045 -0.8435 -1.0810 -1.4723 -0.45
H 2.584 -3.507 8.762 -0.1813 -0.1089 -0.4132 0.11
H 2.759 3.071 -4.673 0.8389 -0.3841 0.2375 0.13
H -2.377 -1.444 -6.227 0.0125 -0.3153 0.2648 0.04
H -1.799 -1.531 3.553 0.1732 -0.0487 -0.0803 0.07
N 2.909 2.197 -1.405 -1.1155 -0.6823 0.2189 -0.07
H 4.340 0.374 -2.408 0.5003 0.2151 0.1402 0.08
N 3.719 -1.149 1.149 1.1945 0.6402 -0.4943 -0.07
H 0.454 4.333 3.826 0.4071 0.6301 -0.0031 0.12
O -0.678 1.213 -7.452 0.2662 0.7419 -0.2999 -0.01
H -0.048 3.077 -4.031 -0.1808 -0.5675 -0.3430 0.06
C 2.072 3.239 -0.805 -0.8770 0.0197 0.0952 -0.47
H 7.084 -2.697 2.128 -0.0380 -0.3068 0.3101 0.11
H -0.147 -1.353 10.133 -0.1517 -0.3662 -0.1538 0.07
H 1.833 1.306 4.907 -0.1853 0.0013 -0.0407 0.07
O 0.686 1.369 7.875 -0.1124 -0.3032 0.2056 -0.01
H -2.866 -1.236 2.200 0.0906 -0.0612 -0.0295 0.07
C -2.080 3.754 4.487 -0.3893 -1.2540 0.3876 -0.06
C 4.184 0.716 2.739 -0.8341 -0.7439 -1.0423 -0.01
H 0.546 1.597 6.944 0.0481 0.3610 0.1219 0.07
H 2.809 -2.254 -1.306 0.4563 -0.0893 -0.2089 0.05
H 0.114 5.615 0.720 -0.0378 0.4411 -0.4803 0.06
C 0.837 -2.392 7.925 0.6911 0.1421 0.4648 -0.13
C 2.902 4.411 -0.237 0.3501 0.1153 -0.5634 -0.02
C 0.429 -2.289 -0.782 -0.0671 -0.0332 -0.0324 -0.02
H -5.113 -9.219 -2.744 0.0211 0.3198 -0.0045 0.08
C 3.262 -1.435 3.558 -0.2024 -1.3286 1.0030 -0.02
C -3.406 7.651 -2.172 -0.8337 -0.0802 -1.1493 -0.03
H -4.805 -10.272 -1.387 -0.0824 0.0224 0.0032 0.08
H 0.987 -4.220 3.924 0.0948 -0.1498 -0.1945 0.07
H -5.909 -3.057 -6.828 0.0817 0.3825 -0.3210 0.08
H -3.083 -5.751 -7.100 0.1987 -0.0586 -0.2362 0.10
H -1.106 7.976 -3.418 0.2007 -0.0418 0.1130 0.08
H -0.275 3.230 -5.751 -0.1753 -0.0505 -0.1374 0.11
C -0.603 -0.809 9.301 0.3555 0.1227 0.3317 -0.02
H -1.884 1.553 -3.770 0.1699 0.0677 0.0380 0.08
H -2.983 4.516 1.036 -0.0472 0.0825 0.0211 0.11
C 1.920 0.030 -4.319 -5.9111 -1.1837 -2.7747 -0.24
C 1.847 2.386 4.776 0.2321 0.6948 0.0871 -0.12
C -3.876 -3.181 -6.137 1.0720 1.1461 -1.0519 -0.49
C -2.135 -0.755 2.856 -0.5412 -1.2957 -0.2197 -0.01
H 1.942 2.585 1.203 -0.3288 -0.4223 0.2407 0.08
C 1.031 3.722 -1.851 0.6919 1.0774 0.8676 -0.12
H 4.309 -1.294 -1.291 0.0094 0.0200 -0.1239 0.07
H 0.735 1.708 0.150 1.1144 -0.1289 -0.3412 0.06
H 4.643 0.935 -4.010 0.0161 0.2632 -0.2212 0.11
C 0.379 4.294 4.922 -0.2269 -1.3380 -0.6615 -0.17
C 4.170 -0.823 2.511 -0.0925 0.3942 0.5550 -0.49
H 0.352 0.816 -3.116 -0.2042 -0.0278 0.0964 0.11
C -1.065 4.579 5.269 -0.5846 0.5615 -0.0582 -0.43
H -4.335 5.222 -0.826 -0.2258 -0.3056 -0.0479 0.11
H -0.265 -1.158 5.841 0.3529 0.4116 0.0137 0.06
H 3.134 -0.668 -5.810 0.0061 -0.5306 -0.6463 0.13
O 0.634 2.932 5.244 -0.4037 -0.4984 0.6202 -0.22
H 1.021 4.488 -3.896 0.0731 -0.2023 0.2439 0.09
H -3.115 3.954 4.784 0.1440 0.3557 0.2394 0.08
C -4.866 -8.227 -0.787 0.0556 0.0546 -1.0518 -0.46
H 1.669 -1.680 -5.585 -0.0660 -0.0303 -0.1546 0.12
H 3.040 0.918 -7.968 0.1067 0.0446 0.0748 0.09
H -4.761 -3.325 -8.188 0.1725 0.2073 0.0765 0.08
H -4.957 -6.492 -2.126 -0.0230 -0.2135 -0.1157 0.13
N 0.030 0.584 -6.419 0.1162 -1.7992 0.5504 -0.10
C -1.308 6.903 -3.368 -0.3540 1.0913 0.0449 -0.02
H -0.358 6.384 -3.247 -0.1105 -0.2722 -0.1532 0.07
C -1.528 0.921 1.091 -0.2132 0.3591 -1.1430 -0.13
C -1.803 -2.766 0.263 0.1389 0.0261 0.8505 -0.01
H 0.801 -0.448 -8.940 0.3745 0.4869 0.0733 0.08
C 0.232 2.632 -4.989 -1.4392 0.1304 -1.7281 -0.05
H -2.569 1.190 -0.736 -0.1156 -0.1511 -0.2087 0.10
C 2.308 1.290 -7.248 0.0633 -0.0242 -0.6203 -0.01
O 3.782 1.654 -0.420 -0.3035 0.0305 -0.5683 -0.02
```
Forces are in eV/Å.

Calculated values
Kohn-Sham gap in eV: 8.2
LUMO energy in eV: 0.29
Energy in eV: -111113.72821
E_HOMO in eV: -7.93
Strongest force on any atom in eV Å⁻¹: 6.64